Below is a structure of composition C28H25N5O3SZr, with properties calculated with ωB97M-V with the def2-TZVPD basis set.

Calculated values
- ΔE to the lowest compared entry with this formula, charge and spin (eV) = 0.871
- net charge = +2
- molar mass (u) = 602.8

The geometry in XYZ format:
```
63
C28H25N5O3SZr (ωB97M-V with the def2-TZVPD basis set)
Zr -0.2977 0.2617 -0.5279
N 3.6568 0.4802 1.3911
C 4.7710 0.4870 0.5100
C 6.0479 0.5393 1.0400
C 7.1460 0.5510 0.1913
C 6.9603 0.5104 -1.1807
C 5.6777 0.4571 -1.7084
C 4.5820 0.4435 -0.8599
S 2.9712 0.3727 -1.5863
N 1.9249 0.3925 -0.2066
C 2.3650 0.4709 1.0225
C 1.3225 0.5342 2.0675
C 1.5860 0.6512 3.4264
C 0.5364 0.7279 4.3239
C -0.7683 0.6944 3.8452
C -0.9781 0.5775 2.4908
N 0.0436 0.4842 1.6091
H 3.8764 0.5574 2.3688
H 6.1860 0.5720 2.1141
H 8.1422 0.5932 0.6076
H 7.8114 0.5212 -1.8466
H 5.5374 0.4279 -2.7819
H 2.5968 0.6897 3.8049
H 0.7333 0.8199 5.3829
H -1.6204 0.7612 4.5062
H -1.9773 0.5555 2.0716
O -7.4849 -3.4397 -0.1856
C -6.2061 -3.6598 -0.5343
O -5.8025 -4.7655 -0.7439
C -5.2951 -2.4662 -0.6234
C -5.4733 -1.3074 0.1231
C -4.5461 -0.2767 0.0615
C -3.4398 -0.4021 -0.7733
C -3.2681 -1.5537 -1.5394
C -4.1854 -2.5842 -1.4538
N -2.4166 0.5888 -0.8206
C -2.7733 1.8945 -0.8424
C -1.7702 2.8922 -0.9063
C -2.0908 4.2641 -0.8702
C -1.0924 5.1957 -0.9639
C 0.2399 4.7674 -1.0858
C 0.5034 3.4236 -1.0867
N -0.4655 2.4836 -0.9909
H -7.7058 -2.5013 -0.2158
H -6.3127 -1.2124 0.8014
H -4.6759 0.6026 0.6792
H -2.4321 -1.6281 -2.2261
H -4.0606 -3.4909 -2.0298
H -3.8178 2.1810 -0.8711
H -3.1263 4.5629 -0.7827
H -1.3241 6.2516 -0.9472
H 1.0528 5.4728 -1.1728
H 1.5159 3.0465 -1.1710
C 1.3844 -3.4453 -2.3370
O 0.7819 -2.1821 -1.8960
C 0.2262 -2.0203 -0.7358
C 0.1585 -3.1877 0.1759
H 2.1282 -3.7596 -1.6101
H 1.8441 -3.2105 -3.2893
H 0.5995 -4.1874 -2.4559
H -0.2236 -4.0824 -0.3233
H -0.4542 -2.9773 1.0491
H 1.1752 -3.4205 0.5187
```